This record from the Open Molecules 2025 dataset describes C16H20F5N2O5ReSiTe as an isolated structure. The level of theory is ωB97M-V with the def2-TZVPD basis set.

XYZ file:
```
51
Properties=species:S:1:pos:R:3:mulliken_charge:R:1
C 1.7907 -0.0935 2.1148 0.252
F 1.2747 -2.9951 1.4983 -0.523
C -1.7002 2.5346 -1.9483 -1.242
F 0.0120 -4.0275 -0.4251 -0.385
H -1.5956 5.1947 -0.8335 0.459
O 0.2597 -1.3784 -0.5744 -0.679
F -1.2381 -4.2665 1.8037 -0.510
C -4.0735 1.8622 0.7185 -1.108
C 0.5048 3.3448 0.8979 0.770
H -5.0811 2.0813 0.3588 0.367
Te -0.5464 -2.7444 0.8083 1.405
O 0.5484 0.1066 1.7257 -0.548
H 0.1358 5.4573 1.2617 0.438
H -3.1100 -0.7270 2.5096 0.314
N 0.0030 2.4254 -0.0228 0.857
O 0.9017 0.8308 -2.2989 -0.583
C 4.1757 -0.3293 1.0928 -0.910
H -2.6119 2.0236 -1.6256 -0.037
C -0.9281 3.1245 -0.8088 0.430
Re 0.3809 0.4283 -0.2996 0.597
H 2.4467 2.6110 1.5046 0.127
F -2.1732 -2.7575 -0.3309 -0.553
N 2.3387 0.3426 -0.1839 0.605
H -4.0702 1.9854 1.8032 0.304
H 6.0112 -0.4328 -0.0057 0.428
C 4.3964 0.1827 -1.2709 -0.600
O 2.7335 0.9867 -3.5914 -0.698
Si -3.5437 0.1301 0.2572 1.022
H -4.8165 -0.8329 2.0846 0.424
C -3.8019 -0.9967 1.7071 -1.308
H 1.1538 2.2912 2.6672 0.147
C -0.0757 4.5631 0.6951 -1.027
C -0.9848 4.4230 -0.3895 -0.616
C 3.0423 0.4462 -1.3100 0.369
H 1.7878 3.9227 2.4691 0.401
C 4.9539 -0.2063 -0.0549 -0.309
C 2.8290 -0.0439 0.9960 0.635
H 4.9753 0.2609 -2.1798 0.538
H 4.5786 -0.6504 2.0423 0.565
F -1.9173 0.2522 0.0261 -0.680
H -3.4920 -0.3116 -2.1368 0.281
H -4.4604 -1.5290 -1.3268 0.328
C 2.1851 0.7923 -2.5291 0.443
H -2.0071 3.3430 -2.6143 0.452
H -5.1437 0.0899 -1.6349 0.408
C -4.2437 -0.4623 -1.3583 -1.107
H -1.1120 1.8376 -2.5375 0.247
C 1.5230 3.0089 1.9359 -1.076
O 2.1532 -0.2415 3.2570 -0.716
H -3.6790 -2.0508 1.4683 0.338
H -3.3937 2.6114 0.3030 0.261
```

Results
Frontier orbital gap (alpha / beta), eV: 6.738 / 6.583
M, g mol⁻¹: 757.23
Total charge: -1
F_max, Eh/bohr: 0.0220
Multiplicity: 2
HOMO energy (alpha / beta), eV: -5.062 / -5.149
Energy above the lowest of the compared OMol25 structures with the same formula, charge and spin, kcal per mole: 17.4
LUMO level (alpha / beta), eV: 1.676 / 1.434
<S²>: 0.790


This record from the Open Molecules 2025 dataset describes C16H20F5N3OPS2Tl as an isolated structure. The level of theory is ωB97M-V with the def2-TZVPD basis set.

XYZ file:
```
49
Properties=species:S:1:pos:R:3:nbo_charge:R:1
H -1.3927 1.9771 -1.6729 0.228
H -0.9751 4.3056 -2.9263 0.228
H -1.9586 -4.0615 -1.2560 0.198
C -1.8148 -1.5997 -2.0376 -0.504
S 1.8440 -1.1267 1.8916 -0.397
C -0.4696 2.5420 -1.7802 -0.590
F 5.5612 -0.1745 5.2054 -0.302
H 0.5378 4.4554 0.6201 0.224
H -0.6674 -2.9555 0.4111 0.226
C 3.4982 -0.8842 2.2539 -0.264
H -5.0608 -2.2382 -1.6731 0.200
H -3.0887 0.2039 1.0145 0.222
C 5.8643 -0.6588 1.6369 0.276
F 6.8010 -0.6849 0.6736 -0.296
H -4.2504 -0.7553 -2.2492 0.193
Tl 1.7462 -1.0575 -0.9698 0.679
C -3.9295 -2.2520 0.6926 -0.067
C -1.5241 -2.3019 0.6120 -0.500
H -3.8555 -1.8904 1.7189 0.199
N -2.7487 -3.0338 0.3745 -0.463
S 0.5804 2.2543 -0.2803 1.257
C 3.9125 -0.6610 3.5865 0.294
C 6.2239 -0.4026 2.9530 0.237
F 2.9982 -0.6782 4.5696 -0.298
F 7.5045 -0.1557 3.2790 -0.293
H 0.5230 5.7656 -1.4142 0.225
C -3.0832 -0.1236 -0.0306 -0.490
C 5.2275 -0.4125 3.9277 0.311
H 2.1482 4.0940 -0.0452 0.255
C 1.0788 4.0392 -0.2281 -0.592
P -1.3353 -0.7407 -0.4249 0.627
H -0.9792 -2.2477 -2.3326 0.220
H -4.8037 -2.9070 0.5976 0.199
H -1.4616 4.3716 -1.2302 0.205
H 0.1104 2.1437 -2.6106 0.242
H -1.4791 -2.0058 1.6649 0.232
O 1.7487 1.4972 -0.8081 -1.025
H -1.9559 -0.8477 -2.8220 0.214
H -3.7338 -4.1396 -1.0752 0.199
H 1.3865 4.5079 -2.3039 0.214
N -3.0129 -2.4011 -1.9457 -0.468
C -2.8543 -3.4922 -0.9965 -0.066
H -3.3259 0.7359 -0.6658 0.209
C 4.5405 -0.8853 1.3109 0.285
N -4.1172 -1.1185 -0.2022 -0.464
C -4.1704 -1.6074 -1.5707 -0.067
C 0.6440 4.6893 -1.5287 -0.411
F 4.2484 -1.1166 -0.0047 -0.327
C -0.6798 4.0370 -1.9106 -0.413
```

Results
Frontier orbital gap, eV: 7.397
M, g mol⁻¹: 664.84
F_max, Eh/bohr: 0.0240
HOMO energy, eV: -7.286
Energy above the lowest of the compared OMol25 structures with the same formula, charge and spin, kcal per mole: 1.7
LUMO level, eV: 0.111